Entry from OMol25: a structure of composition C8H36O14 at a distorted geometry (ωB97M-V/def2-TZVPD).

Structure (XYZ):
```
58
Properties=species:S:1:pos:R:3:forces:R:3:lowdin_charge:R:1
O -1.761457 -4.395622 4.560179 0.1 -7.2 -5.2 -0.15
H -2.205079 -4.183800 3.738861 0.4 -1.5 1.8 -0.07
H -0.834944 -4.448824 4.325720 -2.9 -1.9 0.0 -0.13
O -2.244318 -3.466056 6.277843 6.5 -7.8 6.3 0.12
H -1.323883 -3.203335 6.275401 0.1 -0.5 2.4 0.04
H -2.335188 -4.029237 5.509207 -0.2 -0.3 0.9 -0.12
O 0.272035 -4.241138 4.360595 13.8 -10.8 -9.0 0.24
H 0.828834 -4.914224 4.751949 0.6 -1.1 0.4 0.18
H 0.387244 -4.353207 3.416985 -0.1 0.1 -2.0 0.16
O -0.992297 -4.770739 1.997148 5.4 -2.2 -1.8 -0.01
H -1.832232 -4.558172 2.404029 -0.4 -0.1 -0.5 -0.15
H -0.972524 -5.727440 1.973205 0.3 -0.4 -0.3 0.07
O -2.813199 -3.945600 2.731791 -6.4 -0.3 -2.8 -0.01
H -3.242940 -3.791509 1.890471 -0.2 0.0 -0.1 0.17
H -2.575031 -3.072346 3.043116 -0.7 1.2 0.8 0.06
O -0.380709 -2.806855 5.381522 9.9 7.1 10.9 0.02
H 0.383875 -2.258555 5.557622 0.0 0.4 0.6 0.17
H -0.015966 -3.630257 5.057154 -0.2 3.5 4.1 -0.26
C -1.761769 -1.272491 2.464007 1.5 2.6 -2.0 -0.18
C -0.966932 -1.960722 3.533150 -1.8 1.6 -0.6 -0.17
O -1.936488 -2.388444 4.433318 -4.9 7.1 -7.4 -0.18
O -2.427138 -2.149518 1.614602 -1.0 0.6 -2.6 -0.07
H -1.140213 -0.770500 1.722534 1.1 0.5 0.7 0.13
H -2.445809 -0.472939 2.748438 0.0 -0.3 1.1 0.14
H -0.294627 -1.253531 4.018946 0.2 0.3 -0.7 0.15
H -0.443465 -2.819306 3.112531 0.2 0.8 -0.7 0.12
H -1.476987 -2.876859 5.120270 -2.9 2.1 -1.7 -0.12
H -2.463737 -1.727973 0.752878 -0.1 -0.1 0.0 0.13
C -3.716266 -6.083416 5.354582 -3.8 -0.5 -1.7 -0.28
C -4.571320 -6.179935 4.025536 0.0 -1.5 0.4 -0.14
O -5.736307 -7.091159 4.188944 1.2 1.6 -0.6 -0.05
O -3.227564 -7.326048 5.595820 0.1 -3.5 0.2 -0.04
H -4.350356 -5.817124 6.200230 0.7 -0.7 -0.3 0.15
H -2.915488 -5.359160 5.205313 -2.2 -0.9 -0.2 0.06
H -3.964926 -6.548667 3.198235 0.5 -0.9 0.1 0.11
H -4.816648 -5.189291 3.642742 -0.8 -1.3 0.2 0.08
H -5.565819 -7.665923 4.938726 0.3 0.0 0.1 0.07
H -2.965009 -7.301607 6.518889 0.1 -0.7 0.4 0.09
C -1.156744 -6.096404 6.050724 3.1 -2.3 2.3 -0.21
C -0.258891 -7.255392 5.467684 -0.5 0.2 -0.3 -0.18
O 1.034410 -7.360960 6.070716 0.4 1.2 0.6 -0.08
O -1.368989 -6.416610 7.434539 -0.2 -0.1 0.1 -0.03
H -2.164481 -6.035204 5.639866 3.9 -0.4 0.7 0.03
H -0.616472 -5.149730 6.054622 0.1 -0.6 0.4 0.12
H -0.102920 -7.063172 4.406162 -0.2 -0.1 -0.4 0.11
H -0.680114 -8.252793 5.593605 -0.9 0.4 -0.2 0.13
H 1.325603 -8.273982 6.127178 -0.2 0.0 -0.1 0.09
H -0.508794 -6.653310 7.788988 0.1 -0.1 0.3 0.08
C -4.330290 -3.635631 4.702133 -2.0 1.9 1.6 -0.20
C -4.236301 -2.204342 5.344134 0.1 -0.3 0.1 -0.19
O -3.689689 -2.261771 6.649842 -10.1 7.1 0.9 -0.05
O -5.289285 -4.474653 5.399374 -1.2 3.4 0.2 -0.12
H -3.364774 -4.140051 4.664368 -3.3 1.3 -0.1 0.05
H -4.674434 -3.562691 3.670460 -0.4 0.4 0.4 0.13
H -5.189762 -1.682071 5.265047 -0.4 -0.4 0.5 0.11
H -3.556365 -1.652018 4.695503 -0.8 0.3 0.1 0.09
H -2.900355 -2.800803 6.560448 -1.4 2.2 1.7 -0.32
H -5.010276 -4.457924 6.317776 -0.4 0.9 0.2 0.09
```
Positions in Å, forces in eV/Å.

Computed properties:
relative energy (zero: lowest compared OMol25 entry of this formula, charge and spin)	699.34	kcal/mol

---

Entry from OMol25: a cluster of 2 separate species, C19H16F2N2O3 in total at a distorted geometry (ωB97M-V/def2-TZVPD).

Structure (XYZ):
```
42
Properties=species:S:1:pos:R:3:forces:R:3:lowdin_charge:R:1
F 1.040495 -0.573964 -6.008917 0.3 0.2 1.2 0.04
C 1.287309 -0.168113 -4.717033 -0.4 -0.5 -0.5 -0.23
C 2.308869 0.752918 -4.500350 -0.2 0.0 0.8 0.04
C 2.508100 1.171468 -3.176833 0.1 0.1 -0.7 -0.03
C 1.679201 0.733925 -2.158168 -0.1 -0.5 0.7 0.02
C 0.658163 -0.238221 -2.360592 0.5 0.6 -1.0 -0.15
C -0.102680 -0.681596 -1.227206 0.7 -1.9 -1.0 0.14
C -1.249791 -1.541583 -1.245222 -1.2 -0.1 0.0 -0.15
C -1.798479 -1.956899 -0.001464 0.9 0.3 0.1 0.02
C -2.835048 -2.864757 0.104025 -0.5 -0.4 -0.2 -0.02
C -3.407870 -3.437308 -1.038523 0.6 0.4 0.4 0.05
C -2.913380 -3.003776 -2.266163 0.1 0.0 -1.0 -0.22
F -3.427958 -3.576783 -3.406991 0.3 0.7 0.9 0.04
C -1.934428 -2.031424 -2.405126 -0.1 -0.2 0.1 0.07
C 0.514320 -0.712732 -3.703530 0.0 0.3 0.0 0.07
H 2.922789 1.112767 -5.324180 -0.2 -0.1 0.2 0.13
H 3.321080 1.863978 -2.951495 -0.4 -0.1 0.0 0.12
H 1.800506 1.151020 -1.158542 0.0 0.1 0.0 0.09
H 0.401952 -0.564083 -0.260495 -0.5 0.3 -0.3 0.11
H -1.396718 -1.512546 0.906226 -0.1 -0.1 0.1 0.08
H -3.208800 -3.132382 1.093184 0.1 0.1 -0.3 0.13
H -4.202920 -4.178583 -0.979257 0.2 0.2 -0.1 0.13
H -1.704981 -1.667749 -3.398728 -0.3 -0.3 0.3 0.10
H -0.159792 -1.523571 -3.947889 0.4 0.3 -0.2 0.10
C 2.448814 3.179867 2.713175 0.3 0.4 -0.1 -0.03
N 1.424627 2.170467 2.611615 -0.6 -0.7 0.7 0.01
C 0.939894 1.842391 1.323751 0.9 0.7 -0.3 -0.43
O 1.531456 2.414527 0.381951 -0.6 -0.4 0.2 -0.04
C -0.126031 0.921232 1.212429 0.0 0.7 0.8 -0.01
C -0.679983 0.387069 2.397186 -0.8 -0.7 0.6 -0.43
O -1.641993 -0.413403 2.477218 0.4 0.5 -0.5 -0.04
N -0.116135 0.739900 3.636636 0.8 0.7 -0.4 0.01
C -0.750569 0.204893 4.812991 -0.3 -0.2 0.4 -0.03
C 0.910005 1.672628 3.811227 -0.1 -0.2 -0.2 -0.41
O 1.327406 2.005110 4.918363 -0.4 -0.2 -1.0 0.05
H 2.741822 3.239075 3.759637 0.0 0.0 -0.2 0.08
H 3.299307 2.913247 2.082390 -0.1 0.1 0.1 0.09
H 2.048726 4.143748 2.380247 0.2 -0.1 0.0 0.10
H -0.725627 0.935251 0.311537 0.0 0.2 0.3 0.10
H -0.179159 0.541561 5.673544 -0.1 -0.1 0.0 0.08
H -1.781979 0.569013 4.871652 0.2 -0.1 0.1 0.10
H -0.770520 -0.886583 4.757720 0.0 0.2 0.1 0.09
```
Positions in Å, forces in eV/Å.

Computed properties:
relative energy (zero: lowest compared OMol25 entry of this formula, charge and spin)	46.90	kcal/mol

---

Entry from OMol25: a cluster of 2 separate species, C2H2IOS in total at a distorted geometry (ωB97M-V/def2-TZVPD).

Structure (XYZ):
```
7
Properties=species:S:1:pos:R:3:forces:R:3:lowdin_charge:R:1
C 1.647060 -1.347158 -0.048949 2.9 3.0 -0.2 -0.86
C -1.020739 1.526132 0.041873 -0.9 1.5 -0.6 -0.73
O 2.408435 -0.443474 -0.216566 -2.5 -2.8 0.3 0.06
S 0.788727 -2.602663 0.252550 -0.4 -0.1 -0.1 0.75
I -2.913257 0.399222 0.060355 0.3 -0.2 0.3 0.18
H -0.597769 1.196176 -0.876661 0.3 -0.4 -1.1 -0.20
H -0.312455 1.271764 0.787398 0.3 -1.0 1.4 -0.19
```
Positions in Å, forces in eV/Å.

Computed properties:
relative energy (zero: lowest compared OMol25 entry of this formula, charge and spin)	52.54	kcal/mol
net charge	-1

---

Entry from OMol25: a cluster of 8 separate species, C37H62N2O9 in total at a distorted geometry (ωB97M-V/def2-TZVPD).

Structure (XYZ):
```
110
Properties=species:S:1:pos:R:3:forces:R:3:lowdin_charge:R:1
C -3.755111 0.828449 -3.202474 0.1 0.3 0.3 0.03
C -3.948172 0.768448 -1.649675 0.2 0.3 0.1 -0.46
O -4.972405 1.037373 -1.065203 1.0 -0.3 -0.9 0.09
O -2.815688 0.418406 -0.894298 -0.9 -0.5 -0.9 -0.09
C -2.931436 -0.925832 -0.344502 -0.3 -0.6 0.4 -0.17
C -2.551722 -1.000842 1.198642 1.7 0.6 -1.1 -0.15
C -1.526705 0.199183 1.498421 -1.7 -0.1 0.9 -0.19
C -0.983799 0.135405 2.984993 0.2 -1.2 0.1 -0.19
C 0.594813 0.115011 3.132497 -0.2 0.7 0.9 -0.20
C 1.380139 1.008870 2.094441 0.5 -1.1 -1.2 -0.15
C 2.087061 0.119467 0.984143 0.1 -1.9 -1.1 -0.10
C 1.600174 -1.224534 0.634938 1.9 1.5 -0.5 -0.03
C 2.309093 -2.068018 -0.391879 1.5 2.7 0.4 -0.06
C 3.487195 -1.512953 -1.026726 -1.3 -0.1 1.0 -0.03
C 4.017711 -0.125981 -0.750323 -1.6 -2.3 0.2 -0.20
N 5.140179 0.268990 -1.473928 -1.4 3.0 2.5 0.10
C 5.451629 1.549034 -1.129735 0.1 0.0 0.0 -0.11
C 4.760018 2.399758 -0.117996 -0.6 -1.7 -0.3 -0.09
N 3.692710 1.965731 0.602317 1.9 -0.8 -2.2 0.10
C 3.298955 0.674436 0.260123 -0.7 -0.7 0.3 -0.15
H -2.712276 0.544331 -3.521486 -1.1 0.4 0.6 0.09
H -4.460011 0.088847 -3.677138 0.5 0.9 0.5 0.08
H -3.985843 1.895245 -3.548548 0.2 -1.7 0.4 0.08
H -2.236737 -1.570686 -0.965702 -0.8 0.6 0.8 0.13
H -3.992762 -1.264179 -0.485018 1.0 0.1 0.1 0.12
H -3.437378 -0.993657 1.883240 0.8 0.0 -0.6 0.11
H -1.923757 -1.939493 1.305429 -1.1 0.8 0.2 0.11
H -0.743785 0.132278 0.700579 -0.6 0.4 0.8 0.09
H -2.156527 1.136724 1.425596 1.1 -0.9 -0.4 0.12
H -1.355148 -0.844424 3.421658 0.5 1.4 -0.4 0.07
H -1.410573 0.931955 3.664168 0.4 -0.6 -1.1 0.11
H 0.967847 -0.951461 3.188398 -0.3 1.2 -0.4 0.10
H 0.822433 0.546964 4.157470 -0.2 -0.6 -1.1 0.11
H 0.699735 1.710339 1.520049 0.6 -0.7 0.9 0.12
H 2.186177 1.619975 2.576354 -0.8 -0.5 -0.4 0.10
H 0.700615 -1.638590 1.161536 1.1 0.5 -0.6 0.09
H 1.960887 -3.106037 -0.643968 0.4 1.3 0.3 0.10
H 4.026964 -2.165818 -1.767768 -0.5 1.0 0.8 0.10
H 6.341884 2.004035 -1.648945 -1.0 -0.6 0.6 0.11
H 5.138619 3.436577 0.055628 -0.4 -1.1 -0.1 0.11
C -7.773075 0.037801 -0.704689 0.0 0.0 -0.4 -0.03
C -9.104405 -0.072161 -1.399157 0.1 0.1 -0.3 -0.50
O -9.213761 0.149638 -2.587049 -0.1 -0.1 0.2 0.06
C -10.295129 -0.468480 -0.562762 -0.3 0.0 -0.3 -0.03
H -7.012976 0.328501 -1.425903 -0.1 0.0 0.1 0.06
H -7.822370 0.798385 0.076937 0.0 -0.2 0.1 0.09
H -7.497124 -0.927671 -0.274645 -0.1 0.1 0.2 0.09
H -10.457743 0.268893 0.225666 0.1 -0.2 0.1 0.08
H -10.131098 -1.455839 -0.126821 0.0 0.1 0.2 0.08
H -11.183795 -0.507784 -1.194000 0.1 0.0 0.0 0.08
C 8.464569 -1.015861 -0.577769 -0.2 0.3 -0.2 -0.02
C 9.077355 0.124744 0.191596 -0.2 0.2 -0.1 -0.49
O 8.751803 1.275756 -0.018730 0.0 -0.4 0.1 0.04
C 10.110813 -0.218411 1.233195 0.0 0.4 0.1 -0.02
H 7.739128 -0.623522 -1.291247 0.0 0.0 0.1 0.06
H 9.240630 -1.553443 -1.126423 0.0 -0.1 0.2 0.09
H 7.950349 -1.692715 0.107386 0.1 -0.1 0.0 0.09
H 10.958881 -0.720806 0.764165 -0.1 -0.2 0.1 0.09
H 9.669069 -0.860018 1.997895 0.1 -0.1 -0.1 0.09
H 10.465183 0.697804 1.707172 0.0 -0.1 0.0 0.08
C -5.877250 -1.710528 -7.331018 0.3 -0.2 0.1 -0.03
C -6.303386 -1.712767 -5.884982 0.1 -0.1 0.3 -0.51
O -5.587204 -2.169628 -5.017871 -0.1 0.1 -0.2 0.05
C -7.651828 -1.125634 -5.559863 0.1 -0.1 0.4 -0.02
H -4.888321 -2.162270 -7.417337 -0.1 0.0 0.0 0.08
H -6.581915 -2.293289 -7.927336 -0.1 0.2 -0.1 0.08
H -5.827818 -0.685147 -7.702471 -0.2 -0.1 -0.1 0.08
H -8.435205 -1.682424 -6.078134 0.0 0.2 -0.1 0.09
H -7.679656 -0.074371 -5.852746 -0.1 -0.1 -0.1 0.09
H -7.826740 -1.193295 -4.485897 0.0 0.1 -0.1 0.07
C -3.391278 -2.180164 6.245600 0.3 0.2 0.0 -0.01
C -2.979815 -2.784834 4.928808 0.2 0.0 -0.2 -0.48
O -1.914561 -2.510926 4.414169 -0.5 -0.2 0.3 0.01
C -3.940957 -3.742260 4.275314 0.2 0.0 -0.3 -0.01
H -2.604612 -1.512072 6.598325 -0.1 -0.1 -0.1 0.09
H -4.309764 -1.603853 6.119291 -0.1 -0.2 0.1 0.09
H -3.540263 -2.968182 6.986417 -0.2 0.0 0.0 0.09
H -4.883985 -3.234867 4.061889 -0.1 -0.1 0.2 0.09
H -4.113997 -4.599450 4.928793 -0.2 0.1 0.0 0.09
H -3.514593 -4.098266 3.336832 0.0 0.0 0.1 0.09
C -2.591656 5.850309 -4.178483 -0.3 -0.1 0.1 -0.02
C -2.320005 4.525122 -4.841937 -0.3 -0.3 0.0 -0.49
O -3.117913 3.613766 -4.780219 0.2 0.2 -0.1 0.05
C -1.017659 4.376913 -5.585045 -0.1 -0.3 -0.1 -0.02
H -3.562007 5.813868 -3.682354 0.1 0.0 -0.1 0.08
H -1.823366 6.056376 -3.430806 0.1 0.1 -0.1 0.09
H -2.610519 6.644350 -4.927485 0.2 0.1 0.1 0.09
H -0.180038 4.518020 -4.899313 0.0 0.2 -0.1 0.09
H -0.967129 5.105907 -6.396124 0.1 0.1 0.1 0.09
H -0.956563 3.374856 -6.010740 0.0 0.1 0.0 0.08
C 9.942861 3.985727 -0.694122 0.4 0.2 -0.2 -0.03
C 10.513838 5.160628 0.054980 0.3 0.2 -0.3 -0.50
O 11.496372 5.749739 -0.344626 -0.2 -0.1 0.2 0.06
C 9.814444 5.576428 1.324552 0.2 0.3 0.1 -0.03
H 10.544314 3.798889 -1.584858 0.0 0.1 0.1 0.09
H 9.964846 3.097222 -0.065033 -0.3 0.1 0.0 0.05
H 8.918358 4.203053 -1.002443 -0.1 -0.2 0.2 0.09
H 9.830855 4.755669 2.044249 -0.2 0.0 -0.1 0.08
H 8.784359 5.863697 1.104853 0.0 -0.2 0.1 0.08
H 10.331838 6.432978 1.758233 0.0 -0.1 -0.1 0.08
C 1.704693 -6.115021 5.891851 -0.1 -0.4 -0.1 -0.03
C 0.665463 -5.625840 4.914752 -0.2 -0.2 -0.2 -0.50
O -0.000986 -6.402224 4.262912 0.1 0.1 0.2 0.06
C 0.487812 -4.135791 4.780528 -0.1 -0.2 -0.3 -0.03
H 1.723418 -7.205480 5.884248 0.0 0.1 0.0 0.08
H 2.690339 -5.745663 5.602365 0.0 0.1 0.2 0.08
H 1.456804 -5.775820 6.899555 0.2 0.1 0.0 0.08
H 1.420762 -3.679514 4.441488 0.0 0.1 0.2 0.09
H 0.185447 -3.709573 5.738839 0.2 0.1 0.0 0.09
H -0.288065 -3.929786 4.047074 0.1 0.0 0.1 0.06
```
Positions in Å, forces in eV/Å.

Computed properties:
SMILES string	CC(=O)OCCCCCCc1cccc2nccnc12.CC(C)=O.CC(C)=O.CC(C)=O.CC(C)=O.CC(C)=O.CC(C)=O.CC(C)=O

---

no.,DFT total energy (eV)
1,-37513.57632
2,-34518.52472
3,-23088.97455
4,-60779.13541